Entry 1:
Entry from the Open Molecules 2025 dataset: 2 unconnected molecules or ions with the total composition C2H2Cl2O2 (ωB97M-V/def2-TZVPD).

Geometry (Å):
C (1.54828, -0.02778, -0.54615)
C (-1.63608, 0.04806, 0.53997)
O (1.37543, 0.00628, 0.78213)
O (0.67792, -0.11437, -1.37920)
Cl (-2.34844, 1.30722, -0.32463)
Cl (-2.65755, -1.33168, 0.58486)
H (2.53106, 0.42126, -0.67547)
H (0.50937, -0.30899, 1.01849)

Cartesian forces, eV/Å:
C -1.09 2.43 0.35
C -0.04 -0.35 0.25
O 1.13 -0.76 -0.20
O 0.75 -0.91 0.48
Cl -0.06 -0.02 -0.06
Cl 0.07 0.26 -0.13
H 0.62 -0.60 -0.82
H -1.38 -0.05 0.13

The calculated total energy is -31243.3894 eV. As for the net charge: 0. Its LUMO energy is -0.04457 Ha. The calculation puts the gap between HOMO and LUMO at 8.675 eV. As for the spin multiplicity: 1. As for the highest occupied orbital energy: -9.9 eV. The energy above the lowest of the compared OMol25 structures with the same formula, charge and spin is 83.4 kcal/mol.

***

Entry 2:
Entry from the Open Molecules 2025 dataset: C2H2Cl2O2S in the gas phase (ωB97M-V/def2-TZVPD).

Geometry (Å):
C (0.18424, 0.58009, -0.22443)
C (0.53643, -0.86519, -0.55084)
O (-0.95005, 2.30860, 1.31476)
O (-0.53253, 0.05717, 2.29716)
S (-0.63143, 0.89056, 1.16378)
Cl (-0.96257, -1.60017, -1.40625)
Cl (1.90591, -0.97222, -1.82151)
H (-0.39652, 1.20986, -1.01257)
H (0.84652, -1.60869, 0.23990)

Cartesian forces, eV/Å:
C -1.80 -0.53 -0.76
C -0.19 -0.74 -1.47
O -0.33 -2.00 -0.25
O -0.12 -1.12 0.71
S 1.38 3.45 -0.58
Cl 0.98 0.21 0.69
Cl -1.07 0.44 1.26
H 1.73 -1.12 1.04
H -0.58 1.40 -0.63

The calculated total energy is -42078.5291 eV. As for the net charge: 0. Its LUMO energy is -0.05938 Ha. The calculation puts the gap between HOMO and LUMO at 8.826 eV. As for the spin multiplicity: 1. As for the highest occupied orbital energy: -10.4 eV. Its structure (SMILES) is O=S(=O)=CC(Cl)Cl. The energy above the lowest of the compared OMol25 structures with the same formula, charge and spin is 60.5 kcal/mol.

***

Entry 3:
Entry from the Open Molecules 2025 dataset: 2 unconnected molecules or ions with the total composition C2H2Cl2O2S (ωB97M-V/def2-TZVPD).

Geometry (Å):
C (-0.07392, 0.37676, 0.76540)
C (-0.58837, -0.55179, -0.31245)
O (2.92169, -0.21386, -0.91746)
O (-0.84437, 1.07706, 1.47960)
S (2.87365, 1.19922, -0.62563)
Cl (-2.37852, -0.48366, -0.42556)
Cl (0.18429, -2.03901, 0.25703)
H (-0.24807, -0.44782, -1.42253)
H (-1.84638, 1.08310, 1.20160)

Cartesian forces, eV/Å:
C 2.20 0.48 -0.61
C 0.12 0.50 -1.51
O 0.08 -2.21 -0.52
O -2.37 0.15 -0.57
S -0.11 2.19 0.51
Cl -0.41 -0.54 0.02
Cl -0.68 -0.55 -0.01
H -0.24 0.45 2.38
H 1.42 -0.46 0.30

The calculated total energy is -42076.4457 eV. As for the net charge: 0. Its LUMO energy (alpha / beta) is -0.04321 / -0.04143 Ha. The calculation puts the gap between HOMO and LUMO (alpha / beta) at 7.558 / 7.440 eV. As for the spin multiplicity: 1. As for the highest occupied orbital energy (alpha / beta): -8.7 / -8.6 eV. The energy above the lowest of the compared OMol25 structures with the same formula, charge and spin is 108.6 kcal/mol.

***

Entry 4:
Entry from the Open Molecules 2025 dataset: 2 unconnected molecules or ions with the total composition C2H2Cl2OS (ωB97M-V/def2-TZVPD).

Geometry (Å):
C (0.44870, -0.90785, 0.09331)
C (-0.68016, -0.22287, 0.19539)
O (0.42167, -2.27678, 0.20104)
S (-0.94875, 2.92102, 0.01683)
Cl (1.90477, -0.10795, -0.31183)
Cl (-2.25037, -0.59670, 0.17571)
H (1.09832, -2.54138, -0.48327)
H (0.00581, 3.73252, 0.11282)

Cartesian forces, eV/Å:
C -1.28 0.47 -0.02
C 1.01 1.33 -0.19
O 1.59 0.68 -1.32
S -2.49 -3.44 -0.20
Cl 0.31 -0.24 0.22
Cl -0.75 0.01 0.20
H -0.91 -0.26 1.03
H 2.50 1.45 0.28

The calculated total energy is -40028.4637 eV. As for the net charge: 0. Its LUMO energy (alpha / beta) is -0.10766 / -0.10773 Ha. The calculation puts the gap between HOMO and LUMO (alpha / beta) at 5.889 / 5.890 eV. As for the spin multiplicity: 1. As for the highest occupied orbital energy (alpha / beta): -8.8 / -8.8 eV. The energy above the lowest of the compared OMol25 structures with the same formula, charge and spin is 122.3 kcal/mol.

***

Entry 5:
Entry from the Open Molecules 2025 dataset: C2H2Cl2S in the gas phase (ωB97M-V/def2-TZVPD).

Geometry (Å):
C (-1.01235, 0.17945, -0.15945)
C (0.64859, -0.30367, -0.13347)
S (-1.60621, 1.57482, -0.57033)
Cl (1.82980, 1.01290, -0.34054)
Cl (0.71458, -0.87592, 1.62043)
H (-1.55058, -0.62225, 0.42248)
H (0.97617, -0.96532, -0.83912)

Cartesian forces, eV/Å:
C 2.55 -1.96 1.00
C -2.77 3.44 2.92
S 0.04 0.29 -0.32
Cl -0.64 -0.02 0.02
Cl 0.30 -0.11 -1.32
H 0.34 0.76 -0.94
H 0.18 -2.42 -1.36

The calculated total energy is -37984.8262 eV. As for the net charge: 0. Its LUMO energy is -0.02649 Ha. The calculation puts the gap between HOMO and LUMO at 8.655 eV. As for the spin multiplicity: 1. As for the highest occupied orbital energy: -9.4 eV. Its structure (SMILES) is S=CC(Cl)Cl. The energy above the lowest of the compared OMol25 structures with the same formula, charge and spin is 24.6 kcal/mol.

***

Entry 6:
Entry from the Open Molecules 2025 dataset: 2 unconnected molecules or ions with the total composition C2H2Cl3NO (ωB97M-V/def2-TZVPD).

Geometry (Å):
C (-1.34253, 0.63617, -0.81294)
C (1.56248, -0.61112, 0.63940)
N (-1.78297, 0.76377, 0.49596)
O (-0.92838, -0.23860, 0.29713)
Cl (0.98830, -2.18454, 0.37245)
Cl (2.29587, 0.23975, -0.62709)
Cl (1.80087, -0.09941, 2.19704)
H (-1.97301, 0.08441, -1.38650)
H (-0.62062, 1.40958, -1.17545)

Cartesian forces, eV/Å:
C 2.45 1.05 1.40
C -0.08 -0.50 -0.61
N -1.24 1.00 1.71
O 0.29 0.41 -0.80
Cl 0.43 -0.23 -0.09
Cl 0.13 0.02 -0.22
Cl 0.16 0.33 0.94
H -1.56 -1.01 -2.42
H -0.58 -1.09 0.10

The calculated total energy is -43205.4002 eV. As for the net charge: 0. Its LUMO energy (alpha / beta) is -0.00407 / 0.00861 Ha. The calculation puts the gap between HOMO and LUMO (alpha / beta) at 9.248 / 8.130 eV. As for the spin multiplicity: 1. As for the highest occupied orbital energy (alpha / beta): -9.4 / -7.9 eV. The energy above the lowest of the compared OMol25 structures with the same formula, charge and spin is 128.2 kcal/mol.